No. 1
This record from OMol25 describes one molecule with the formula C8H14N2O5. The level of theory is the ωB97M-V functional and the def2-TZVPD basis.

```
29
Properties=species:S:1:pos:R:3:mulliken_charge:R:1
C 2.10329 1.60215 2.54424 -1.444
C 2.28652 0.44474 1.55989 0.059
N 1.46390 0.57851 0.36338 -0.145
C 0.11163 0.40341 0.44428 -0.039
O -0.50608 0.50290 1.49851 -0.677
C -0.57367 -0.06732 -0.83036 0.483
N -0.94406 -1.48723 -0.67341 -0.629
C -1.81323 0.78634 -1.12384 -0.766
C -2.77741 0.16137 -2.15814 -0.645
C -2.11265 -0.24660 -3.45784 0.452
O -2.23161 0.39028 -4.47982 -0.596
O -1.37262 -1.35404 -3.40245 -0.515
C 2.05886 -0.93451 2.17120 0.558
O 1.53046 -1.85896 1.60205 -0.562
O 2.56718 -1.02638 3.40934 -0.445
H 2.31147 2.56517 2.02814 0.362
H 1.06753 1.61242 2.94840 0.293
H 2.81197 1.51500 3.37884 0.422
H 3.34627 0.47574 1.21154 0.449
H 1.89721 0.29586 -0.49071 0.307
H 0.12068 -0.02828 -1.70403 0.272
H -1.61771 -1.58020 0.09532 0.286
H -0.13726 -2.02150 -0.37181 0.221
H -2.36140 0.94086 -0.20075 0.375
H -1.48274 1.75751 -1.49810 0.364
H -3.54454 0.89064 -2.38496 0.405
H -3.27458 -0.73007 -1.72981 0.339
H -1.35560 -1.66529 -2.45529 0.447
H 2.42819 -1.92253 3.70619 0.368
```

For the LUMO energy, the calculation gives 0.012 hartree. For the HOMO energy, the calculation gives -9.84 eV. The calculation puts the energy above the lowest of the compared OMol25 structures with the same formula, charge and spin at 0.0 kcal per mole.

---

No. 2
This record from OMol25 describes C26H33N11OS as an isolated structure at a distorted geometry. The level of theory is the ωB97M-V functional and the def2-TZVPD basis.

```
72
Properties=species:S:1:pos:R:3:mulliken_charge:R:1
O -5.33197 -0.87746 -2.95597 -0.480
C -4.92190 -1.75153 -2.23239 -0.024
C -3.76505 -1.62229 -1.27467 -0.405
C -2.55272 -0.91989 -1.82773 0.420
C -1.27221 -1.46281 -1.46349 -0.526
C -0.11685 -0.93186 -1.88193 -0.928
C -0.13529 0.23478 -2.69698 0.885
N 0.88899 0.89722 -3.17393 -0.771
S 0.27165 2.16723 -4.00054 0.380
N -1.28437 1.86880 -3.78246 -0.598
C -1.41147 0.77251 -3.03910 0.859
C -2.62171 0.18678 -2.60887 -0.896
H -5.43757 -2.72907 -2.23017 0.359
H -4.09515 -1.16874 -0.34090 0.327
H -3.46267 -2.62914 -1.01701 0.191
H -1.23047 -2.33872 -0.82310 0.181
H 0.83413 -1.36040 -1.61243 0.449
H -3.57050 0.60642 -2.89377 0.546
C 2.02705 2.99263 -0.73392 -0.247
C 2.23988 2.79408 0.69330 0.352
N 2.40690 2.64004 1.82138 -0.430
H 1.23547 2.33369 -1.08282 -0.036
H 1.74084 4.02685 -0.92926 -0.042
H 2.94075 2.76647 -1.27964 0.331
C 4.41652 2.97728 4.84886 -0.664
C 4.74350 2.14796 6.00229 0.366
N 5.00409 1.48239 6.90423 -0.415
H 4.17249 3.98601 5.17532 0.275
H 5.26470 3.01765 4.16895 0.263
H 3.56199 2.55769 4.32044 0.210
C -2.25116 -4.31413 2.44185 -0.486
C -2.04257 -4.35498 1.00189 0.500
N -1.87147 -4.40064 -0.13694 -0.551
H -1.36104 -3.95414 2.95142 -0.034
H -3.08026 -3.64980 2.67913 0.324
H -2.47958 -5.31384 2.80695 0.203
C -2.05184 -8.82323 1.52925 -0.772
C -1.82747 -8.12903 2.79197 0.420
N -1.64766 -7.58006 3.78779 -0.419
H -1.86398 -8.14560 0.69829 0.259
H -1.38034 -9.67578 1.45403 0.290
H -3.08064 -9.17340 1.47941 0.271
C -1.22445 5.82351 -0.19472 -0.760
C 0.08359 6.03476 -0.80288 0.448
N 1.11588 6.19990 -1.28525 -0.491
H -1.90490 5.38978 -0.92500 0.247
H -1.13088 5.14752 0.65341 0.280
H -1.62802 6.77369 0.14824 0.312
C 1.18789 -4.88594 5.09201 -0.570
C 0.32535 -3.71420 4.99685 0.389
N -0.35283 -2.79014 4.92522 -0.476
H 1.10619 -5.47839 4.18270 0.256
H 2.22192 -4.57499 5.22614 0.176
H 0.88484 -5.49611 5.93991 0.254
C 4.41867 -1.69426 6.21792 -0.714
C 4.12132 -3.12198 6.25575 0.337
N 3.87901 -4.24699 6.28474 -0.498
H 3.54938 -1.14948 5.85659 0.282
H 4.67095 -1.33480 7.21237 0.299
H 5.25767 -1.50702 5.55163 0.282
C -1.31401 5.06501 -4.91196 -0.501
C -2.19027 6.22407 -5.04944 0.085
N -2.88141 7.13818 -5.15856 -0.407
H -1.33782 4.47458 -5.82291 0.274
H -0.29582 5.39193 -4.72465 0.371
H -1.65193 4.44682 -4.08299 0.183
C 1.19122 4.52948 -8.67216 -0.890
C 1.35996 4.30926 -7.24110 0.416
N 1.49142 4.14033 -6.11024 -0.391
H 0.38658 3.90159 -9.04965 0.272
H 0.94650 5.57348 -8.85723 0.283
H 2.11298 4.28045 -9.19347 0.319
```

For the LUMO energy, the calculation gives -0.018 hartree. For the HOMO energy, the calculation gives -9.02 eV.